# C37H68N8O4S2

A cluster of 9 separate species, C37H68N8O4S2 in total at a distorted geometry (wB97M-V/def2-TZVPD, the OMol25 dataset).

energy = -2985.80542 Eh
spin multiplicity = 1
total charge = 0
molecular weight = 753.1 g mol⁻¹
lowest unoccupied orbital energy = 0.44 eV

Geometry as XYZ:
```
119
Properties=species:S:1:pos:R:3:forces:R:3
C -1.243494 -2.582427 -1.934756 -0.07 0.78 -0.19
C -2.143992 -1.607766 -1.205104 0.41 -0.03 0.34
O -1.326985 -0.466341 -0.941874 0.61 0.03 -0.71
O -2.140089 0.693121 -0.909886 0.06 0.79 0.51
S -1.701175 1.631598 0.450060 -0.63 0.60 0.35
O -0.873463 0.764269 1.233729 0.25 -0.31 0.36
O -0.744393 2.815257 -0.127180 -0.64 -1.13 -0.71
C 0.282024 2.359196 -1.037652 0.80 0.20 -0.03
C 1.667086 2.689372 -0.501844 -0.14 -0.43 -0.52
C 2.734659 1.741730 -1.060461 0.19 -0.15 0.73
S 3.243683 0.643524 0.316590 -0.08 -0.27 0.20
H -1.835393 -3.160645 -2.629543 0.03 -0.51 0.02
H -0.522583 -2.010078 -2.506993 0.08 0.17 -0.30
H -0.677752 -3.195242 -1.261571 -0.09 -0.22 0.07
H -2.442131 -2.008905 -0.241861 -0.46 -0.11 0.15
H -3.004007 -1.324220 -1.796725 -0.18 0.17 -0.11
H 0.216948 1.298171 -1.259720 -0.29 -0.18 0.31
H 0.131278 2.889140 -1.970634 -0.20 0.10 -0.22
H 1.669391 2.627043 0.577149 -0.13 0.18 0.34
H 1.912515 3.689559 -0.823647 0.18 0.43 0.23
H 3.588223 2.326593 -1.340626 0.35 0.04 -0.41
H 2.380370 1.140236 -1.884120 -0.07 -0.07 -0.30
H 3.829780 -0.395330 -0.313736 -0.11 0.33 -0.25
C -0.425272 -6.177037 2.494021 0.04 -0.05 0.03
C 0.935863 -5.916652 1.857566 -0.16 -0.04 0.13
C 0.896812 -4.824085 0.785102 -0.44 -0.52 -0.38
C -0.009158 -5.200373 -0.308131 0.86 0.19 1.22
N -0.711795 -5.501374 -1.152077 -0.74 -0.63 -0.94
H -1.147173 -6.536453 1.759084 0.00 0.05 -0.03
H -0.344586 -6.937559 3.271041 -0.02 0.02 0.03
H -0.824539 -5.268956 2.950471 -0.01 0.00 -0.01
H 1.311653 -6.843730 1.420184 0.06 0.02 -0.04
H 1.644617 -5.617627 2.631533 0.08 0.07 -0.08
H 1.891031 -4.659432 0.370993 -0.57 -0.08 0.06
H 0.553101 -3.879528 1.211270 0.04 0.06 -0.04
C 0.937600 6.851698 -2.346358 0.02 0.03 0.01
C 2.251513 7.609024 -2.508099 -0.25 -0.01 0.08
C 3.265154 6.865576 -3.385202 -0.05 0.00 0.28
C 3.601465 5.563262 -2.797572 -0.14 0.83 -0.59
N 3.846663 4.546263 -2.341987 0.23 -0.67 0.39
H 1.087247 5.893421 -1.845782 0.02 -0.01 -0.03
H 0.237032 7.427519 -1.742489 -0.02 0.00 -0.02
H 0.471722 6.662248 -3.315440 -0.01 -0.01 0.01
H 2.685574 7.790882 -1.523123 0.07 0.02 -0.04
H 2.052636 8.584479 -2.954902 0.09 0.00 -0.04
H 4.182140 7.445815 -3.485860 0.04 -0.04 -0.04
H 2.859934 6.700823 -4.384155 0.01 -0.04 -0.02
C 5.494815 -3.666329 4.076098 0.03 0.00 -0.02
C 6.157436 -2.900059 2.936267 0.04 -0.17 0.22
C 5.155220 -2.123448 2.076534 0.08 -0.21 0.03
C 4.184081 -3.033991 1.459070 0.60 0.88 0.37
N 3.429071 -3.741867 0.977704 0.41 -0.15 -0.02
H 4.805944 -4.425340 3.701079 -0.03 0.03 -0.01
H 6.245652 -4.177071 4.678951 -0.01 0.02 0.02
H 4.938058 -2.992432 4.729921 -0.01 -0.01 0.00
H 6.713137 -3.599264 2.308030 0.01 0.06 -0.06
H 6.880195 -2.194668 3.347887 -0.03 0.08 -0.10
H 5.672673 -1.578717 1.286625 -0.08 0.04 -0.05
H 4.611905 -1.397790 2.683174 -0.05 0.03 -0.04
C 4.406643 4.165104 2.970552 -0.06 0.02 0.02
C 5.752709 4.861489 2.824105 -0.20 -0.01 0.07
C 6.709281 4.092317 1.905455 -0.04 -0.03 0.27
C 6.977695 2.749029 2.438597 -0.09 0.88 -0.55
N 7.178225 1.704512 2.851930 0.13 -0.81 0.37
H 4.517804 3.181248 3.428010 0.01 -0.03 -0.06
H 3.736080 4.745656 3.604577 0.00 0.02 -0.03
H 3.929428 4.037372 1.996579 -0.02 -0.04 0.02
H 6.207075 4.982910 3.809426 0.08 0.01 -0.04
H 5.601995 5.863133 2.416865 0.10 -0.02 -0.05
H 7.657117 4.622183 1.811366 0.04 -0.05 -0.04
H 6.280308 3.988205 0.907756 0.00 -0.05 -0.02
C -5.624001 1.882307 0.149494 0.01 -0.02 0.05
C -5.685806 1.950856 1.670366 0.16 -0.12 -0.24
C -6.674357 3.003923 2.179020 0.26 0.02 -0.05
C -6.288255 4.343076 1.714129 -0.44 -0.85 0.39
N -5.989294 5.380410 1.344120 0.28 0.79 -0.31
H -5.270504 2.822763 -0.278686 -0.03 0.02 0.03
H -4.932208 1.100146 -0.168226 -0.02 -0.01 -0.02
H -6.602952 1.659029 -0.274706 0.01 -0.01 -0.03
H -4.687634 2.163173 2.060190 -0.05 0.02 0.11
H -5.982165 0.973766 2.056591 -0.06 0.08 0.14
H -6.699599 3.009196 3.268445 -0.06 0.04 0.01
H -7.681573 2.787728 1.821273 -0.02 0.02 0.00
C -4.261515 2.339632 -3.420025 0.00 -0.02 -0.06
C -5.189473 2.310383 -4.630790 0.25 0.01 0.11
C -6.636046 2.679356 -4.283155 0.14 -0.24 -0.01
C -7.190365 1.735183 -3.305760 0.22 0.77 -0.62
N -7.602620 1.008190 -2.529088 -0.33 -0.64 0.55
H -4.561165 1.608432 -2.667979 -0.03 0.03 0.00
H -3.239831 2.100728 -3.715953 0.00 0.02 0.02
H -4.256109 3.326813 -2.952828 0.00 -0.01 0.02
H -5.164740 1.315307 -5.079115 -0.07 0.02 -0.04
H -4.822191 3.009784 -5.384052 -0.10 0.01 -0.03
H -7.261076 2.659580 -5.175762 -0.06 0.02 0.02
H -6.684061 3.683676 -3.860494 -0.03 0.00 0.04
C -6.265121 -3.349257 4.000590 -0.02 -0.03 -0.01
C -6.963249 -3.365456 2.645174 0.15 -0.14 0.17
C -7.190962 -1.961996 2.074563 -0.21 -0.11 0.26
C -8.041893 -1.173391 2.981666 0.65 -0.44 -0.86
N -8.709767 -0.580089 3.691692 -0.49 0.48 0.57
H -6.866311 -2.837261 4.753123 0.01 0.05 -0.03
H -6.096183 -4.366344 4.354325 0.03 0.01 -0.01
H -5.296891 -2.848378 3.937496 0.00 0.00 0.01
H -7.921035 -3.880269 2.739767 -0.02 0.04 -0.08
H -6.360713 -3.936925 1.936833 -0.05 0.05 -0.07
H -7.676622 -2.020176 1.100713 -0.02 0.10 -0.01
H -6.240532 -1.442271 1.945484 0.00 0.04 0.00
C 4.902785 -6.133914 -3.974400 0.03 -0.03 0.02
C 4.862496 -6.132431 -2.449885 0.04 -0.10 -0.25
C 3.978743 -5.020892 -1.872766 0.32 -0.15 -0.18
C 4.478411 -3.699865 -2.271538 -0.54 -0.79 0.42
N 4.867834 -2.670962 -2.576444 0.34 0.80 -0.21
H 5.331785 -5.209131 -4.362650 -0.04 0.03 0.02
H 5.516864 -6.957352 -4.340195 -0.03 -0.01 -0.01
H 3.900882 -6.248181 -4.392737 0.01 0.01 -0.01
H 5.878679 -6.026946 -2.064351 -0.03 0.01 0.08
H 4.484970 -7.094977 -2.099746 -0.03 0.05 0.09
H 3.969695 -5.066417 -0.785528 -0.04 0.07 -0.04
H 2.951390 -5.128795 -2.224437 -0.04 0.05 -0.02
```
Forces are in eV/Å.

Results of the Löwdin charge analysis, in e, for atoms 1 through 99:
1. C -0.060
2. C -0.217
3. O -0.199
4. O -0.329
5. S 0.960
6. O -0.376
7. O -0.331
8. C -0.231
9. C -0.259
10. C -0.526
11. S 0.699
12. H 0.079
13. H 0.084
14. H 0.018
15. H 0.119
16. H 0.116
17. H 0.100
18. H 0.126
19. H 0.084
20. H 0.070
21. H 0.016
22. H 0.075
23. H -0.166
24. C -0.111
25. C -0.258
26. C -0.212
27. C -0.250
28. N 0.157
29. H 0.069
30. H 0.070
31. H 0.076
32. H 0.111
33. H 0.101
34. H 0.032
35. H 0.125
36. C -0.102
37. C -0.258
38. C -0.180
39. C -0.207
40. N 0.181
41. H 0.057
42. H 0.076
43. H 0.079
44. H 0.112
45. H 0.108
46. H 0.118
47. H 0.121
48. C -0.108
49. C -0.252
50. C -0.177
51. C -0.158
52. N 0.186
53. H 0.065
54. H 0.072
55. H 0.078
56. H 0.112
57. H 0.111
58. H 0.117
59. H 0.121
60. C -0.107
61. C -0.262
62. C -0.183
63. C -0.241
64. N 0.142
65. H 0.071
66. H 0.073
67. H 0.069
68. H 0.110
69. H 0.106
70. H 0.115
71. H 0.118
72. C -0.119
73. C -0.252
74. C -0.179
75. C -0.243
76. N 0.141
77. H 0.070
78. H 0.057
79. H 0.049
80. H 0.103
81. H 0.086
82. H 0.118
83. H 0.122
84. C -0.107
85. C -0.258
86. C -0.182
87. C -0.230
88. N 0.155
89. H 0.054
90. H 0.073
91. H 0.081
92. H 0.112
93. H 0.107
94. H 0.116
95. H 0.121
96. C -0.110
97. C -0.262
98. C -0.188
99. C -0.248